{
  "formula": "C3H4N2O",
  "method": "ωB97M-V/def2-TZVPD",
  "smiles": "Nc1cnoc1",
  "total_charge": 0,
  "de_lowest_kcal_mol": 116.5,
  "energy_ev": -8198.8352,
  "orbital_gap_ev": 9.19,
  "species": ["C", "H", "N", "H", "C", "H", "C", "H", "N", "O"],
  "coordinates": [[-0.31, 1.00, 0.24], [1.39, 0.86, 0.49], [1.61, -0.14, -0.04], [-0.06, 1.94, -0.25], [0.26, -0.23, -0.20], [2.23, -0.65, -0.69], [-0.79, -1.08, -0.21], [-1.01, -2.09, -0.51], [-1.51, 0.83, 0.73], [-1.82, -0.44, 0.43]],
  "mulliken_charge": [-0.365, 0.327, -0.484, 0.374, 0.537, 0.236, -0.575, 0.412, -0.335, -0.126]
}